Record 1
{
  "formula": "C4H4S",
  "method": "the ωB97M-V functional and the def2-TZVPD basis",
  "relative_energy_kj_mol": 495.2,
  "lumo_energy_ev": [-0.473, -0.472],
  "orbital_gap_ev": [8.143, 8.144],
  "homo_energy_ev": [-8.615, -8.616],
  "species": ["C", "C", "C", "C", "S", "H", "H", "H", "H"],
  "positions_angstrom": [[0.042, 0.225, 1.383], [-0.577, -0.214, -1.136], [0.538, -1.119, -0.618], [0.094, 0.426, 0.046], [1.735, 0.156, -0.776], [-0.814, 0.465, 2.032], [0.961, 0.185, 2.004], [-0.321, 0.399, -2.007], [-1.658, -0.523, -0.927]]
}

=====

Record 2
{
  "formula": "C4H4S2",
  "method": "the ωB97M-V functional and the def2-TZVPD basis",
  "relative_energy_kj_mol": 0.0,
  "lumo_energy_ev": -0.383,
  "orbital_gap_ev": 8.206,
  "homo_energy_ev": -8.589,
  "smiles": "S=C1C=CCS1",
  "species": ["S", "C", "C", "C", "C", "S", "H", "H", "H", "H"],
  "positions_angstrom": [[2.717, 1.354, -0.575], [1.235, 0.745, -0.336], [0.927, -0.537, 0.321], [-0.368, -0.831, 0.400], [-1.314, 0.197, -0.172], [-0.261, 1.527, -0.809], [1.736, -1.143, 0.729], [-0.740, -1.746, 0.835], [-1.997, 0.602, 0.582], [-1.936, -0.167, -0.975]]
}

=====

Record 3
{
  "formula": "C4H5BaO2",
  "method": "the ωB97M-V functional and the def2-TZVPD basis",
  "relative_energy_kj_mol": 0.0,
  "lumo_energy_ev": -12.135,
  "orbital_gap_ev": 10.548,
  "charge": 3,
  "homo_energy_ev": -22.684,
  "species": ["H", "C", "C", "O", "Ba", "H", "O", "C", "C", "H", "H", "H"],
  "positions_angstrom": [[0.930, -1.628, 0.265], [2.687, -2.320, 0.998], [1.722, -1.215, 0.971], [1.454, -0.547, 1.954], [-0.337, 1.332, 2.974], [2.723, -2.954, 0.106], [5.161, -1.574, 1.564], [4.061, -2.129, 1.650], [3.210, -2.926, 2.427], [5.213, -0.861, 0.892], [2.770, -2.446, 3.312], [3.387, -4.005, 2.476]]
}

=====

Record 4
{
  "formula": "C4H5BaO5",
  "method": "the ωB97M-V functional and the def2-TZVPD basis",
  "lumo_energy_ev": -5.546,
  "orbital_gap_ev": 3.936,
  "charge": 1,
  "homo_energy_ev": -9.482,
  "species": ["O", "C", "C", "O", "O", "C", "Ba", "H", "H", "H", "H", "O", "C", "O", "H"],
  "positions_angstrom": [[-0.409, -0.073, -0.672], [-1.568, -0.380, -0.185], [0.666, -0.101, 1.145], [-2.354, -1.012, -0.925], [-1.728, -0.307, 1.102], [-0.642, 0.342, 1.801], [-1.425, -0.591, -3.352], [1.186, 0.739, 0.671], [0.726, -1.191, 1.043], [-0.774, 1.426, 1.730], [-0.721, 0.012, 2.840], [3.258, 0.443, 4.061], [2.732, 0.745, 2.857], [1.895, -0.172, 2.553], [3.983, 1.054, 4.234]]
}

=====

Record 5
{
  "formula": "C4H5BeF3N5O17",
  "method": "the ωB97M-V functional and the def2-TZVPD basis",
  "s_squared": 0.76,
  "spin_multiplicity": 2,
  "lumo_energy_ev": [3.873, 0.907],
  "orbital_gap_ev": [6.023, 3.048],
  "charge": -2,
  "homo_energy_ev": [-2.151, -2.140],
  "species": ["Be", "N", "O", "O", "O", "N", "O", "O", "O", "N", "O", "O", "O", "N", "O", "O", "O", "N", "O", "O", "O", "C", "C", "O", "C", "O", "C", "F", "F", "F", "H", "H", "H", "H", "H"],
  "positions_angstrom": [[-7.730, -21.892, 20.721], [-7.242, -20.394, 23.268], [-8.184, -21.176, 23.285], [-6.687, -20.058, 24.271], [-6.846, -19.987, 22.160], [-7.041, -24.849, 23.113], [-7.018, -23.919, 22.325], [-6.313, -24.661, 24.028], [-7.705, -25.840, 22.936], [-8.348, -22.408, 17.008], [-8.246, -23.590, 16.937], [-8.155, -21.797, 15.970], [-8.419, -21.900, 18.108], [-5.437, -23.762, 19.364], [-6.406, -24.459, 19.118], [-4.362, -24.256, 19.230], [-5.677, -22.603, 19.770], [-9.719, -24.521, 20.628], [-10.285, -25.302, 21.404], [-9.111, -24.907, 19.621], [-9.700, -23.333, 20.833], [-10.855, -17.094, 18.423], [-10.438, -18.434, 18.971], [-11.280, -18.886, 20.069], [-10.796, -19.632, 21.048], [-9.726, -20.215, 20.951], [-11.768, -19.853, 22.273], [-11.230, -19.234, 23.311], [-12.938, -19.222, 22.043], [-11.980, -21.136, 22.666], [-10.069, -16.585, 17.866], [-10.973, -16.450, 19.295], [-11.876, -17.185, 18.052], [-9.429, -18.269, 19.349], [-10.401, -19.141, 18.142]]
}

=====

Record 6
{
  "formula": "C4H5BeLiO",
  "method": "the ωB97M-V functional and the def2-TZVPD basis",
  "relative_energy_kj_mol": 21.9,
  "lumo_energy_ev": -9.292,
  "orbital_gap_ev": 8.636,
  "charge": 2,
  "homo_energy_ev": -17.928,
  "species": ["C", "C", "H", "C", "C", "O", "Be", "H", "H", "H", "H", "Li"],
  "positions_angstrom": [[-0.972, -1.160, 0.798], [-0.226, -2.145, 0.770], [0.407, -3.018, 0.836], [0.771, -0.173, 0.240], [0.233, 0.927, -0.613], [-1.046, 1.276, -0.493], [-1.719, 0.161, 0.384], [1.777, -0.537, -0.016], [0.839, 0.193, 1.275], [0.543, -0.258, -1.236], [0.918, 1.789, -0.664], [-1.527, 2.946, -1.281]]
}

=====

Record 7
{
  "formula": "C4H5Br3O3",
  "method": "the ωB97M-V functional and the def2-TZVPD basis",
  "relative_energy_kj_mol": 0.0,
  "lumo_energy_ev": -0.361,
  "orbital_gap_ev": 10.196,
  "homo_energy_ev": -10.558,
  "species": ["C", "Br", "Br", "Br", "H", "C", "C", "O", "C", "O", "O", "H", "H", "H", "H"],
  "positions_angstrom": [[-2.850, -6.125, -14.935], [-1.759, -5.825, -16.515], [-1.663, -5.980, -13.368], [-3.714, -7.870, -14.974], [-3.586, -5.340, -14.857], [-0.675, -4.789, -20.023], [-1.084, -5.211, -21.450], [-1.477, -3.997, -22.061], [-1.194, -2.939, -21.261], [-1.344, -1.816, -21.610], [-0.807, -3.381, -20.058], [0.382, -5.003, -19.854], [-1.277, -5.246, -19.239], [-1.874, -5.955, -21.580], [-0.247, -5.678, -21.983]]
}

=====

Record 8
{
  "formula": "C4H5CaLiO5",
  "method": "the ωB97M-V functional and the def2-TZVPD basis",
  "s_squared": 0.75,
  "spin_multiplicity": 2,
  "lumo_energy_ev": [-11.957, -12.035],
  "orbital_gap_ev": [9.231, 9.923],
  "charge": 3,
  "homo_energy_ev": [-21.188, -21.958],
  "species": ["O", "C", "O", "O", "C", "C", "Li", "H", "H", "H", "H", "Ca", "O", "C", "O", "H"],
  "positions_angstrom": [[-2.947, 1.043, -0.782], [-2.068, 1.087, 0.157], [-2.274, 1.691, 1.205], [-0.980, 0.357, -0.075], [0.901, -0.906, 0.664], [-0.068, 0.179, 0.986], [-4.067, 2.282, 0.618], [1.573, -1.101, 1.505], [0.386, -1.824, 0.360], [0.688, 1.026, 1.056], [-0.590, -0.056, 1.922], [-3.143, 0.192, -2.589], [1.782, -0.557, -0.565], [2.861, -1.103, -0.795], [3.579, -0.871, -1.796], [4.368, -1.440, -1.870]]
}

=====

Summary of max |F| in eV Å⁻¹
3.080, 0.558, 4.925, 4.153, 6.473, 6.343, 1.155, 3.109
(order as listed above)